[1]
DFT (wB97M-V/def2-TZVPD) results for a structure of composition C7H14N2O in a non-equilibrium geometry.

The geometry in XYZ format:
```
24
Properties=species:S:1:pos:R:3:mulliken_charge:R:1
C -0.118 1.119 0.415 1.9118
C 0.303 1.135 1.879 -1.5990
C 0.145 2.372 -0.365 -1.2702
C -1.578 0.706 0.236 -1.9642
C 0.875 0.364 -0.535 0.2660
C -0.058 -2.014 -0.452 0.6125
N -0.301 -3.088 -1.308 -0.5090
C 0.646 -0.911 -1.073 -0.9484
O 2.217 0.743 -0.247 -0.5326
N -0.304 -2.035 0.813 -0.5861
H 2.701 -0.073 -0.076 0.4002
H -0.917 -3.812 -0.970 0.2278
H -0.394 -2.887 -2.292 0.2089
H -0.793 -2.882 1.096 0.1621
H 1.183 -1.149 -1.985 0.4242
H 0.617 1.342 -1.431 0.0828
H -1.831 0.587 -0.820 0.4094
H 0.253 0.117 2.263 0.3014
H 1.318 1.514 1.990 0.3533
H -0.364 1.783 2.449 0.4218
H -0.693 2.928 -0.770 0.3359
H 1.081 2.889 -0.199 0.3730
H -2.223 1.490 0.640 0.5314
H -1.767 -0.236 0.741 0.3873
```

* charge: 0
* relative energy (zero: lowest compared OMol25 entry of this formula, charge and spin): 97.3 kcal/mol
* LUMO energy (alpha / beta): -0.27 / -0.26 eV

[2]
DFT (wB97M-V/def2-TZVPD) results for a structure of composition C10H19BrCl8FO5PS in a non-equilibrium geometry.

The geometry in XYZ format:
```
46
Properties=species:S:1:pos:R:3:mulliken_charge:R:1
O 0.417 1.319 -2.809 -0.4936
S -0.144 1.077 -4.100 1.1328
O 0.398 1.832 -5.167 -0.5779
O -0.193 -0.479 -4.433 -0.2940
C -1.437 -1.057 -3.987 0.1465
F -2.095 -1.390 -5.109 -0.2569
C -2.082 0.066 -3.189 0.1178
P -3.929 0.162 -2.973 0.2063
O -4.318 0.020 -4.537 -0.4458
Br -4.372 -1.816 -2.019 -0.2194
O -1.745 1.213 -3.986 -0.4036
H -1.247 -1.940 -3.389 0.3540
H -1.609 0.074 -2.209 0.3919
H -5.274 -0.051 -4.624 0.3262
Cl -8.296 -0.858 -0.413 -0.1782
C -7.844 -1.427 1.216 -0.4609
C -6.781 -0.563 1.843 -0.4738
Cl -5.217 -0.730 1.005 -0.1431
H -7.514 -2.458 1.128 0.3169
H -8.745 -1.398 1.826 0.3173
H -6.627 -0.864 2.878 0.3082
H -7.060 0.487 1.824 0.3186
Cl 4.374 1.496 1.437 -0.2218
C 3.215 0.720 0.320 -0.2033
C 1.799 0.802 0.827 -0.3068
Cl 1.543 -0.210 2.276 -0.1615
H 3.529 -0.308 0.178 0.3023
H 3.296 1.241 -0.633 0.1754
H 1.116 0.440 0.061 0.0551
H 1.525 1.823 1.079 0.3624
Cl 5.151 2.620 -2.874 -0.1740
C 6.511 1.963 -1.927 -0.3794
C 6.834 0.541 -2.305 -0.4341
Cl 5.557 -0.607 -1.822 -0.1626
H 6.254 2.050 -0.874 0.1947
H 7.375 2.593 -2.130 0.3431
H 7.745 0.231 -1.798 0.2867
H 6.978 0.437 -3.377 0.3370
Cl 0.662 -2.008 5.099 -0.1893
C 1.056 -0.622 6.146 -0.3897
C 2.242 -0.898 7.032 -0.4458
Cl 1.882 -2.120 8.281 -0.1871
H 0.171 -0.382 6.730 0.3452
H 1.280 0.217 5.488 0.2512
H 2.527 0.014 7.553 0.2957
H 3.092 -1.251 6.455 0.3172
```

* charge: 0
* LUMO energy: 0.22 eV

Number 1: total energy -459.72374 Ha. Number 2: total energy -7863.61993 Ha.